No. 1
Entry from OMol25: a structure of composition C19H21BrIKN5O5 (wB97M-V/def2-TZVPD).

2S+1: 1
Net charge: -1

Each line ends with the Mulliken charge.
Atoms and positions in Å:
K (0.61829, 1.29720, 0.56581)  0.939
O (-4.46854, 4.52029, 0.25152)  -0.491
C (-3.82220, 4.70925, 1.44991)  0.928
C (-4.44399, 5.36290, 2.50504)  -0.846
C (-3.78134, 5.51703, 3.71617)  -0.419
C (-2.49310, 5.02594, 3.86165)  -0.755
C (-1.87638, 4.39229, 2.78880)  -0.298
C (-2.52581, 4.21881, 1.57809)  -0.382
C (-1.81841, 3.48403, 0.43076)  0.746
O (-0.50015, 3.57638, 0.44257)  -0.976
N (-2.37429, 2.04758, 0.57020)  -0.128
N (-2.40588, 1.20776, -0.47935)  -0.514
C (-2.71198, 1.63362, -1.64552)  -0.411
C (-2.71464, 0.73560, -2.79289)  0.197
Br (-2.94585, -1.12350, -2.42595)  -0.212
C (-2.60060, 1.09766, -4.07286)  -1.010
C (-2.32904, 2.46525, -4.55402)  0.491
C (-2.92777, 2.90658, -5.73537)  -0.409
C (-2.68362, 4.17883, -6.22863)  -0.442
C (-1.82686, 5.03605, -5.55224)  -0.437
C (-1.20975, 4.60511, -4.38579)  -0.613
C (-1.45163, 3.33170, -3.89467)  -0.407
H (-5.35464, 4.89256, 0.32110)  0.296
H (-5.45350, 5.74515, 2.37987)  0.252
H (-4.27532, 6.02094, 4.53777)  0.357
H (-1.97049, 5.13921, 4.80337)  0.372
H (-0.85881, 4.02656, 2.85417)  0.460
H (-2.27967, 3.82887, -0.50914)  0.105
H (-1.96310, 1.53939, 1.34952)  0.292
H (-2.97245, 2.66709, -1.85597)  0.804
H (-2.70844, 0.33568, -4.83560)  0.402
H (-3.59951, 2.24118, -6.26588)  0.395
H (-3.16517, 4.50378, -7.14278)  0.359
H (-1.63682, 6.03112, -5.93419)  0.365
H (-0.53394, 5.26083, -3.85196)  0.413
H (-0.95224, 3.00369, -2.99168)  0.590
N (0.67753, -1.85830, -1.50567)  -0.333
N (1.37017, -2.69929, -0.61163)  -0.155
C (1.80480, -2.14187, 0.61807)  0.390
O (2.00501, -2.98873, 1.53055)  -0.832
O (1.92995, -0.90227, 0.68351)  -0.592
H (-0.32862, -1.95082, -1.41894)  0.133
H (0.94468, -2.08293, -2.45394)  0.208
H (0.99825, -3.62962, -0.48494)  0.240
N (1.01441, -1.28791, 3.51819)  -0.324
C (-0.07225, -0.80236, 2.89136)  0.158
O (-0.40955, 0.37993, 2.90155)  -0.655
C (-0.90157, -1.82939, 2.14909)  -0.434
I (-2.56228, -2.40096, 3.35959)  0.004
H (1.64149, -0.56890, 3.84681)  0.261
H (1.48570, -2.06145, 3.02479)  0.328
H (-0.33866, -2.73047, 1.92889)  0.479
H (-1.32454, -1.38450, 1.25240)  0.113

---

No. 2
Entry from OMol25: an isolated molecule of C19H21ClF3N3O3S2 (wB97M-V/def2-TZVPD).

SMILES string: CCN(CC)S(=O)(=O)c1ccc(C)c(NC(=O)CSc2ncc(C(F)(F)F)cc2Cl)c1
2S+1: 1
ΔE to the lowest compared entry with this formula, charge and spin, kJ/mol: 0.00

Each line ends with the Mulliken charge.
Atoms and positions in Å:
C (5.93807, 1.84431, -1.88666)  -1.371
C (4.85184, 1.18632, -1.04123)  -0.329
N (4.14576, 0.16771, -1.77887)  0.328
C (3.22234, 0.57012, -2.82320)  -0.351
C (3.63096, -0.02155, -4.16674)  -1.306
S (3.77976, -1.23259, -0.97557)  1.237
O (3.37081, -2.20984, -1.93815)  -0.699
O (4.87917, -1.53679, -0.10597)  -0.735
C (2.36019, -0.80721, 0.03898)  -0.167
C (2.55093, -0.27727, 1.29930)  -0.834
C (1.44641, 0.09689, 2.04572)  -1.040
C (0.15881, -0.02622, 1.54033)  1.223
C (-1.02341, 0.40683, 2.35587)  -1.446
C (-0.01173, -0.56175, 0.25646)  0.300
N (-1.30349, -0.69165, -0.27579)  0.166
C (-1.62607, -0.52321, -1.58175)  0.496
O (-0.85360, -0.23691, -2.46460)  -0.611
C (-3.11893, -0.71023, -1.84230)  -0.728
S (-4.09249, 0.72566, -1.28169)  -0.109
C (-4.48573, 0.28590, 0.35447)  0.362
N (-3.95501, -0.80892, 0.88549)  -0.407
C (-4.28027, -1.16164, 2.11658)  -0.912
C (-5.14941, -0.41781, 2.90005)  0.350
C (-5.47481, -0.88008, 4.29067)  0.850
F (-6.25729, -1.97322, 4.28755)  -0.254
F (-6.11124, 0.04653, 5.01338)  -0.283
F (-4.36727, -1.21492, 4.97475)  -0.253
C (-5.70604, 0.74920, 2.37162)  -0.505
C (-5.37133, 1.10613, 1.08253)  0.091
Cl (-6.00139, 2.51912, 0.34595)  -0.214
C (1.09422, -0.96402, -0.48468)  -0.477
H (5.50634, 2.37017, -2.73451)  0.313
H (6.49401, 2.55612, -1.28186)  0.433
H (6.62110, 1.08576, -2.25754)  0.329
H (4.15472, 1.94841, -0.65976)  0.277
H (5.31232, 0.67398, -0.19585)  0.396
H (2.21230, 0.23306, -2.57059)  0.109
H (3.20842, 1.66203, -2.87339)  0.436
H (3.64549, -1.10420, -4.08608)  0.287
H (2.91812, 0.27178, -4.93315)  0.426
H (4.62250, 0.32281, -4.44857)  0.331
H (3.55247, -0.18632, 1.68662)  0.511
H (1.58426, 0.50182, 3.03736)  0.379
H (-0.69453, 0.93297, 3.24754)  0.419
H (-1.67015, 1.07027, 1.78236)  0.322
H (-1.61200, -0.45477, 2.67219)  0.239
H (-2.07093, -0.84774, 0.37349)  -0.026
H (-3.51370, -1.59050, -1.33866)  0.363
H (-3.28498, -0.76547, -2.91731)  0.439
H (-3.82156, -2.06909, 2.48471)  0.432
H (-6.38018, 1.35572, 2.95570)  0.559
H (0.97620, -1.41569, -1.45517)  0.653

---

No. 3
Entry from OMol25: an isolated molecule of C19H21F2N3S (wB97M-V/def2-TZVPD).

SMILES string: Fc1ccc(CN2CCCN(C(=S)Nc3ccc(F)cc3)CC2)cc1
2S+1: 1
ΔE to the lowest compared entry with this formula, charge and spin, kJ/mol: 0.00

Each line ends with the Mulliken charge.
Atoms and positions in Å:
F (-4.65874, -3.29133, -0.38686)  -0.334
C (-4.29693, -2.00793, -0.17996)  0.360
C (-3.61564, -1.33235, -1.17722)  -0.648
C (-3.25172, -0.01814, -0.95664)  -0.269
C (-3.55550, 0.61525, 0.24365)  0.282
C (-3.13288, 2.04490, 0.45092)  -1.108
N (-1.72432, 2.20971, 0.13814)  0.617
C (-1.35529, 3.60196, -0.03605)  -0.983
C (0.11804, 3.76980, -0.41860)  -0.627
C (0.65856, 2.58901, -1.23225)  -1.350
N (1.18304, 1.52702, -0.39720)  0.093
C (2.46000, 1.60696, 0.02890)  0.256
S (3.40137, 2.95525, -0.17117)  -0.332
N (3.01934, 0.53846, 0.69298)  -0.125
C (2.93101, -0.81902, 0.38634)  -0.166
C (3.48749, -1.73204, 1.28401)  -0.412
C (3.43813, -3.08780, 1.03092)  -0.623
C (2.83026, -3.52944, -0.13096)  0.291
F (2.77382, -4.85463, -0.38158)  -0.336
C (2.29013, -2.64545, -1.04672)  -0.770
C (2.34553, -1.28938, -0.78898)  0.291
C (0.19907, 0.67169, 0.22866)  -0.392
C (-0.84591, 1.47154, 1.02608)  -1.354
C (-4.23736, -0.08920, 1.22598)  -0.274
C (-4.61702, -1.40465, 1.02114)  -0.628
H (-3.38607, -1.83485, -2.10357)  0.456
H (-2.72455, 0.53411, -1.71903)  0.429
H (-3.69916, 2.68249, -0.23605)  0.408
H (-3.37417, 2.36681, 1.47911)  0.336
H (-1.98249, 3.99306, -0.84308)  0.451
H (-1.56512, 4.19907, 0.86972)  0.292
H (0.22346, 4.68491, -1.00080)  0.437
H (0.74148, 3.88466, 0.46842)  0.388
H (-0.13631, 2.16560, -1.84869)  0.485
H (1.47431, 2.93226, -1.87153)  0.610
H (3.85658, 0.80130, 1.19840)  0.316
H (3.96299, -1.36925, 2.18298)  0.393
H (3.86438, -3.80012, 1.71896)  0.434
H (1.84330, -3.01983, -1.95374)  0.447
H (1.95578, -0.59154, -1.51212)  0.438
H (0.69565, -0.02114, 0.90610)  0.432
H (-0.32576, 0.09744, -0.54170)  0.182
H (-1.43445, 0.74583, 1.59302)  0.514
H (-0.33694, 2.12870, 1.74387)  0.288
H (-4.48040, 0.39280, 2.16192)  0.375
H (-5.15008, -1.96019, 1.77627)  0.431

---

No. 4
Entry from OMol25: a structure of composition C19H21FNO8S2 (wB97M-V/def2-TZVPD).

2S+1: 1
Net charge: -1

Each line ends with the Mulliken charge.
Atoms and positions in Å:
C (-5.00520, -0.18619, -0.31866)  -0.437
C (-5.24104, 1.20120, -0.22772)  -0.446
C (-4.42013, 2.00049, 0.57972)  -0.546
C (-3.33510, 1.42709, 1.24989)  0.087
S (-2.29870, 2.54992, 2.21609)  1.161
N (-1.11353, 3.06462, 1.18937)  -0.375
F (0.62956, -1.44617, 0.99434)  -0.287
S (0.30537, 3.58054, 1.87619)  1.186
C (1.55563, 3.43746, 0.58091)  0.103
C (2.42735, 2.33850, 0.51953)  -0.349
C (3.43170, 2.33014, -0.45865)  -0.273
C (3.56064, 3.38421, -1.38208)  -0.594
C (2.71006, 4.49979, -1.25789)  -0.391
C (1.72386, 4.54142, -0.26346)  -0.589
O (0.17416, 5.01047, 2.03895)  -0.717
O (0.81772, 2.74329, 2.94393)  -0.652
O (-3.17167, 3.67570, 2.46162)  -0.720
O (-1.86188, 1.71237, 3.31307)  -0.654
C (-3.12656, 0.03521, 1.23058)  -0.416
C (-3.98048, -0.76064, 0.45261)  -0.228
H (-5.59019, -0.80048, -1.03038)  0.327
H (-6.07177, 1.67106, -0.76048)  0.334
H (-4.68129, 3.05579, 0.74263)  0.392
H (2.35583, 1.54065, 1.25842)  0.497
H (4.14703, 1.50245, -0.48951)  0.370
H (4.31147, 3.33388, -2.19782)  0.335
H (2.83038, 5.36277, -1.91740)  0.328
H (1.14464, 5.46106, -0.10749)  0.400
H (-2.37335, -0.41386, 1.88103)  0.494
H (-3.85812, -1.85390, 0.45961)  0.295
H (0.50649, -1.73138, -0.96320)  0.129
C (0.86296, -2.27620, -0.07155)  0.798
C (2.36619, -2.57674, -0.09625)  0.304
O (2.88865, -3.23289, 0.78930)  -0.572
O (2.99005, -1.96169, -1.11758)  -0.293
C (4.39933, -1.56299, -0.92334)  -0.087
C (4.93359, -0.89860, -2.17104)  -1.203
C (0.11488, -3.56076, 0.23258)  0.305
O (0.30587, -4.23749, 1.22036)  -0.561
O (-0.90310, -3.72304, -0.61864)  -0.282
C (-1.93614, -4.58489, -0.04816)  -0.172
C (-3.10487, -4.62706, -1.01204)  -1.194
H (4.38691, -0.84074, -0.09171)  0.253
H (4.99323, -2.44794, -0.62331)  0.297
H (5.94078, -0.50255, -1.95091)  0.366
H (5.00663, -1.59386, -3.02287)  0.349
H (4.32845, -0.01192, -2.43958)  0.306
H (-1.51017, -5.58598, 0.15527)  0.331
H (-2.26594, -4.12814, 0.89732)  0.308
H (-3.98305, -5.08047, -0.50818)  0.362
H (-3.44643, -3.60701, -1.29924)  0.280
H (-2.87073, -5.22653, -1.91423)  0.338

---

We obtain largest force on an atom values of 0.009, 0.022, 0.012, 0.040 hartree/bohr for the records listed above, in that order.
We obtain LUMO energy values of 2.29, -0.30, 0.58, 2.41 eV for the records listed above, in that order.